Here is a cluster of 4 separate species, C12H20IN4O3 in total in a non-equilibrium geometry from the Open Molecules 2025 dataset. Energies are from the ωB97M-V functional and the def2-TZVPD basis.

Geometry as XYZ:
```
40
Properties=species:S:1:pos:R:3:mulliken_charge:R:1
C 0.0521 0.3794 0.6806 -0.7525
N 1.1744 0.8319 -0.2132 -0.2259
C 1.5918 2.2370 0.0666 -0.6644
C 3.1717 2.3812 0.4654 -0.5758
C 3.2941 2.7642 2.0396 -0.8670
O 2.2490 2.1728 2.8669 -0.0323
O 2.4495 2.6931 4.1316 -0.4954
C 3.9458 0.9734 0.1797 -0.3217
C 3.8274 -0.0878 1.3690 0.1257
O 2.9276 -0.9717 1.4268 -0.5169
I 5.2682 -0.1809 3.0618 -0.2122
H -0.8814 0.9579 0.3683 0.2845
H -0.0473 -0.7571 0.5070 0.0301
H 0.3767 0.5599 1.7614 0.3034
H 0.8302 0.7878 -1.2013 0.3555
H 1.5023 2.8016 -0.9421 0.4347
H 0.9042 2.7979 0.7896 0.2772
H 4.3570 2.6120 2.4314 0.4603
H 3.1117 3.9080 2.0690 0.4167
H 3.3708 2.5006 4.4224 0.3137
H 5.0628 1.2610 0.1008 0.3198
H 3.6677 0.5022 -0.8159 0.3443
C -2.9648 -1.0085 -1.4258 -0.7709
C -1.9122 -0.0391 -1.8606 0.4838
N -1.0792 0.7252 -2.1890 -0.5356
H -2.8621 -1.2085 -0.3593 0.2228
H -3.9621 -0.5936 -1.6204 0.4001
H -2.8561 -1.9445 -1.9746 0.2957
C -0.4670 -3.6673 2.5704 -0.7502
C -1.2336 -3.4134 1.3097 0.3991
N -1.8311 -3.2116 0.3159 -0.4223
H -1.0648 -3.3714 3.4336 0.2634
H -0.2256 -4.7283 2.6501 0.2900
H 0.4595 -3.0897 2.5628 0.2113
C -5.3825 -0.9672 -5.3433 -0.7875
C -5.4076 -0.9209 -3.8469 0.3932
N -5.4246 -0.8835 -2.6705 -0.5022
H -6.3067 -1.4111 -5.7160 0.2849
H -5.2852 0.0429 -5.7435 0.2642
H -4.5366 -1.5676 -5.6815 0.2583
```

The calculated total energy comes out at -32964.71799 eV. The charge is -1. Its molar mass is 395.2 g mol⁻¹. As for the spin multiplicity: 1.

---

Here is a structure of composition C12H20IrN5O4 in a non-equilibrium geometry from the Open Molecules 2025 dataset. Energies are from the ωB97M-V functional and the def2-TZVPD basis.

Geometry as XYZ:
```
42
Properties=species:S:1:pos:R:3:lowdin_spin:R:1
Ir 0.2194 0.1979 -0.2846 0.6230
C 0.7516 1.5150 2.4065 0.0023
C 0.8881 2.7030 1.4321 0.0071
N 1.1433 2.2627 0.0481 0.0528
C 2.5674 2.2735 -0.3782 0.0020
C 2.9015 1.0693 -1.2355 0.0037
N 2.3763 -0.2051 -0.7024 0.0034
C 2.9759 -0.7869 0.5096 0.0006
C 2.6281 -0.0136 1.7550 -0.0014
N 1.1770 0.2440 1.8122 -0.0331
H 1.3161 1.7218 3.3209 -0.0022
H -0.2916 1.4167 2.7038 0.0006
H -0.0394 3.2716 1.4663 0.0001
H 1.6773 3.3815 1.7598 0.0010
H 0.6249 2.8709 -0.5798 0.0106
H 2.7870 3.1612 -0.9751 0.0006
H 3.2071 2.3338 0.4963 0.0000
H 2.4755 1.2015 -2.2318 0.0009
H 3.9880 1.0100 -1.3591 -0.0004
H 2.4591 -0.9088 -1.4369 -0.0003
H 2.6003 -1.8063 0.5987 -0.0002
H 4.0633 -0.8504 0.4050 0.0004
H 2.9405 -0.6096 2.6171 -0.0014
H 3.1705 0.9238 1.8247 0.0001
H 0.7197 -0.5410 2.2762 -0.0001
C -3.3844 1.2777 -1.5337 0.0003
C -3.0337 -0.1007 -1.1954 0.0040
N -1.8257 -0.5589 -0.7742 0.0895
C -1.9633 -1.8828 -0.5561 0.0181
C -3.2762 -2.2789 -0.9130 -0.0122
N -3.9046 -1.1340 -1.2657 0.0018
C -4.0560 -3.5999 -0.8891 0.0018
O -3.4224 -4.7086 -0.9038 0.0037
O -5.2419 -3.4072 -0.8468 0.0538
C -0.7489 -2.6991 -0.1355 0.0077
O -0.8469 -3.9007 -0.2401 0.1252
O 0.2260 -1.9680 0.2372 0.0353
H -2.5098 1.9176 -1.6068 0.0029
H -4.0778 1.6882 -0.7898 -0.0014
H -3.9335 1.3165 -2.4800 -0.0010
H -4.8837 -1.0895 -1.5513 0.0001
H -2.4443 -4.7083 -0.8046 0.0002
```

The calculated total energy comes out at -31215.77230 eV. The charge is +3. The expectation value of S² is 0.789. Its molar mass is 490.5 g mol⁻¹. As for the spin multiplicity: 2.

---

Here is a structure of composition C12H20N2O2 in a non-equilibrium geometry from the Open Molecules 2025 dataset. Energies are from the ωB97M-V functional and the def2-TZVPD basis.

Geometry as XYZ:
```
36
Properties=species:S:1:pos:R:3:mulliken_charge:R:1
C -4.9091 -1.4238 -0.3453 -0.1953
C -3.8557 -2.0039 0.3511 -0.6076
O -2.8420 -1.0429 0.5528 -0.2345
C -3.2447 -0.0185 -0.0970 0.6125
C -4.4713 -0.2916 -0.8621 -0.9808
H -5.0421 0.5421 -1.2515 0.3084
C -2.4127 1.0104 0.1746 -0.3324
N -1.1778 0.8558 -0.9295 -0.3632
H -0.8058 -0.0258 -0.6159 0.2770
C -0.0880 1.8025 -0.8158 -0.6646
C 0.4910 2.3395 0.5656 -1.0998
H -0.2514 2.7465 1.1132 0.4733
C 1.0562 0.6833 1.1313 -1.0246
N 1.7748 0.0729 0.3786 1.0564
C 3.0764 0.4515 -0.1037 -0.6347
C 3.6461 -0.4867 -0.8934 -0.7954
O 3.8233 -1.9452 -0.5056 -0.3717
C 2.4665 -2.3060 -0.1407 -0.8729
C 1.9540 -1.2670 0.7809 -0.7477
H 0.8167 -1.7038 1.1751 0.2681
H 2.4028 -1.4279 1.6813 0.5483
H 2.5167 -3.1768 0.2997 0.5064
H 1.8584 -2.1480 -1.0616 0.3261
H 4.6788 -0.0995 -1.0621 0.3908
H 3.1159 -0.2420 -2.1839 0.1902
H 3.1031 1.4994 -0.3934 0.3658
H 3.7388 0.3056 0.9225 0.3435
H 1.6830 1.3016 2.0910 0.1620
H 0.0873 0.2747 1.7260 0.3087
H 1.4190 2.7809 0.4426 0.4608
H 0.6458 1.6239 -1.5634 0.4855
H -0.5997 2.7497 -1.3147 0.3561
H -2.7570 2.0836 -0.3714 0.3043
H -2.1006 1.1861 1.0489 0.3886
H -3.9667 -3.0316 0.8064 0.3122
H -5.8302 -1.6691 -0.7307 0.4802
```

The calculated total energy comes out at -19831.19255 eV. Its molar mass is 224.3 g mol⁻¹. As for the spin multiplicity: 1.

---

Here is a structure of composition C12H20N2O4 in a non-equilibrium geometry from the Open Molecules 2025 dataset. Energies are from the ωB97M-V functional and the def2-TZVPD basis.

Geometry as XYZ:
```
38
Properties=species:S:1:pos:R:3:mulliken_charge:R:1
O 1.5812 0.2473 -0.8954 -0.6739
C 0.3928 0.2674 -0.8099 0.5242
N -0.3825 0.3267 -1.8440 0.4286
C -1.9154 0.2022 -1.6335 -0.4601
C -2.4438 0.4607 -2.9964 -1.1180
H -2.7405 1.2513 -3.2191 0.8310
C -1.3300 -0.2817 -3.7674 -0.9046
H -0.9867 -1.1806 -3.8539 0.5776
H -1.0907 0.2544 -4.8133 0.2723
C -0.0225 0.4412 -3.0760 -0.4045
H 1.1013 -0.3181 -3.1388 0.1867
C 0.4850 1.8599 -3.3562 -0.5967
O 1.1315 2.6803 -2.5362 -0.4818
H 1.8105 1.7605 -2.1642 0.4735
H 0.8078 1.9438 -4.4343 0.3263
H -0.6614 2.3436 -3.4076 0.1041
H -3.4012 -0.3529 -3.2302 0.2577
H -2.2205 -0.8782 -1.1208 0.2086
H -2.2157 0.9546 -1.0728 0.4680
C -0.1939 -0.0633 0.7276 0.3613
O -1.0994 0.7972 1.1299 -0.7364
N 0.4786 -0.9823 1.6077 0.1861
C 1.6430 -1.7379 1.1414 -1.6242
C 1.5092 -2.9184 2.2494 -0.8752
H 2.7910 -3.0896 2.3543 0.2471
C 1.1170 -1.9494 3.3904 -0.4087
H 0.5353 -2.5224 4.2827 0.3514
H 2.0936 -1.4574 3.8218 0.2185
C -0.0175 -1.0820 3.0066 0.0007
H -1.0183 -1.4586 2.9139 0.3672
C 0.1180 0.3114 3.7322 -0.8180
O -1.2168 1.0122 3.8305 -0.6404
H -1.4944 1.0342 2.7980 0.4451
H 0.1378 0.1617 4.8627 0.3131
H 0.7092 1.0351 3.4282 0.5073
H 0.9600 -3.6098 1.8716 0.4995
H 1.5441 -1.8709 0.1634 0.8137
H 2.3883 -1.3001 1.1617 0.7726
```

The calculated total energy comes out at -23925.84045 eV. Its molar mass is 256.3 g mol⁻¹. As for the spin multiplicity: 1.

---

Here is a structure of composition C12H20N4O3PdS2 in a non-equilibrium geometry from the Open Molecules 2025 dataset. Energies are from the ωB97M-V functional and the def2-TZVPD basis.

Geometry as XYZ:
```
42
Properties=species:S:1:pos:R:3:mulliken_charge:R:1
Pd -0.2466 -0.1113 -0.0263 0.6208
C -0.8012 2.7435 1.1894 -0.7948
O 0.1084 2.0015 0.3269 -0.2848
C 1.4826 2.3511 0.5715 -0.5572
C 2.3370 1.3335 -0.0931 -0.5918
O 1.8981 -0.0038 0.2396 -0.2846
C 2.3395 -0.5577 1.5235 -0.5419
C 1.4514 -0.1729 2.6729 -0.5371
O 0.0905 -0.3131 2.2839 0.0789
C -0.6224 -1.3862 2.9463 -0.9157
H -0.8190 3.7837 0.8797 0.3174
H -1.7848 2.3103 1.0983 0.3528
H -0.4702 2.6706 2.2231 0.3180
H 1.6994 3.3303 0.1467 0.5159
H 1.6515 2.4010 1.6446 0.2752
H 2.2591 1.4060 -1.1722 0.3308
H 3.3776 1.4688 0.1883 0.4262
H 2.3316 -1.6301 1.3825 0.3861
H 3.3617 -0.2389 1.7218 0.4541
H 1.6845 -0.8218 3.5175 0.5359
H 1.6011 0.8531 2.9939 0.2125
H -0.6243 -1.2191 4.0202 0.3316
H -1.6438 -1.3673 2.5810 0.2438
H -0.1635 -2.3501 2.7196 0.3799
N -3.0904 1.8936 -0.8020 -0.3815
C -3.2385 0.5729 -0.5643 0.4795
N -2.2391 -0.2872 -0.4355 0.0294
C -2.7047 -1.5968 -0.2484 -0.3521
C -4.0215 -1.7122 -0.1963 -0.0656
S -4.7629 -0.1630 -0.4079 -0.1407
C -1.6528 -2.6005 -0.2345 -0.4018
C -1.6993 -3.9198 -0.1563 -0.0336
S -0.1042 -4.5820 -0.3152 -0.1359
C 0.5584 -3.0247 -0.4797 0.3569
N -0.3646 -2.0758 -0.4127 -0.0563
N 1.8801 -2.7957 -0.6364 -0.3264
H -2.2089 2.2269 -1.1439 0.1898
H -3.8945 2.4601 -1.0065 0.2303
H -4.6199 -2.6053 -0.0677 0.4671
H -2.5606 -4.5631 -0.0348 0.4709
H 2.5007 -3.5590 -0.8462 0.2197
H 2.1800 -1.8752 -0.9080 0.1785
```

The calculated total energy comes out at -50006.51802 eV. The charge is +2. Its molar mass is 438.9 g mol⁻¹. As for the spin multiplicity: 1.

---

Here is the ion C12H20NO3 with charge +1 in a non-equilibrium geometry from the Open Molecules 2025 dataset. Energies are from the ωB97M-V functional and the def2-TZVPD basis.

Geometry as XYZ:
```
36
Properties=species:S:1:pos:R:3:mulliken_charge:R:1
C 2.0131 3.3682 0.8204 -1.3723
C 1.0372 2.5554 -0.0362 -0.3793
C 1.3240 1.0984 0.0869 -0.1549
O 2.5249 0.6708 -0.3006 -0.4722
C 2.6093 -0.6489 -0.0481 -0.1437
C 3.8203 -1.4247 -0.3671 0.1815
O 3.8820 -2.6169 -0.2170 -0.5494
O 4.8063 -0.6673 -0.8342 -0.4184
C 1.4415 -1.0912 0.5149 -0.1656
C 0.5934 0.0421 0.5999 1.3189
C -0.7865 0.0613 1.1610 -1.4836
N -1.8262 -0.4114 0.1819 0.2069
C -1.6764 -1.8519 -0.1661 -0.4296
C -2.0383 -2.7695 0.9885 -1.2671
C -1.8677 0.4473 -1.0348 -0.1884
C -3.2171 0.3897 -1.7302 -1.2749
H 1.9116 3.1057 1.8705 0.3582
H 3.0355 3.1739 0.5103 0.3604
H 1.8106 4.4288 0.7057 0.3985
H 0.0130 2.7656 0.2739 0.2468
H 1.1527 2.8542 -1.0804 0.3320
H 5.5920 -1.2032 -1.0298 0.3662
H 1.2568 -2.0919 0.8476 0.6234
H -0.8356 -0.5881 2.0361 0.4589
H -1.0557 1.0741 1.4666 0.5076
H -2.7351 -0.3156 0.6503 0.4220
H -2.3370 -2.0606 -1.0081 0.3664
H -0.6463 -2.0141 -0.4861 0.4096
H -3.0421 -2.5657 1.3560 0.3403
H -2.0178 -3.7976 0.6376 0.4092
H -1.3368 -2.6956 1.8145 0.3465
H -1.0670 0.1278 -1.7031 0.3240
H -1.6670 1.4751 -0.7295 0.1680
H -3.2100 1.0785 -2.5702 0.4206
H -3.4441 -0.5977 -2.1221 0.3796
H -4.0173 0.6950 -1.0591 0.3538
```

The calculated total energy comes out at -20395.15681 eV. The charge is +1. As for the SMILES: CCc1oc(C(=O)O)cc1C[NH+](CC)CC. Its molar mass is 226.3 g mol⁻¹. As for the spin multiplicity: 1.